Molecular formula: C76H163N4O12P2
Method: DFT, the ωB97M-V functional and the def2-TZVPD basis

Last column: Löwdin charge in e.
Positions of all 257 atoms, in Å:
H (-3.50722, 7.79658, -1.16347)  0.08
H (2.68681, -5.26631, -2.86906)  0.10
H (-1.71232, 8.83107, -2.80992)  0.14
C (-1.26713, -5.13175, -2.03085)  -0.11
C (5.47310, 0.33709, 1.64087)  -0.18
H (-7.24703, 4.81777, 0.01755)  0.09
C (2.50963, 1.85531, -3.65312)  -0.19
H (-3.90313, 8.08516, 1.47236)  0.07
H (3.13447, 1.52191, -1.63140)  0.10
C (-3.95896, -6.98694, 5.36149)  -0.24
H (-5.61224, 0.34687, 3.58569)  0.12
C (-2.15089, 6.29760, -3.27159)  0.01
C (-10.68152, -0.82210, 2.59713)  -0.11
N (0.81654, 0.39654, -0.29140)  -0.17
P (-6.33466, 0.55699, 0.48711)  1.06
C (1.19884, 5.76927, -2.28203)  -0.15
H (1.76505, -3.07978, -3.87126)  0.13
O (6.73259, 4.51075, -0.42970)  -0.09
H (10.49771, 2.53708, 4.34342)  0.07
H (-1.97740, 1.73805, 0.84838)  0.10
O (-1.54480, 2.64033, -3.19143)  -0.01
H (10.87519, 3.94782, 5.27315)  0.07
H (-9.88794, -0.61314, 3.31453)  0.06
C (-4.74957, -8.07606, 4.65728)  -0.12
H (4.58089, 4.30003, -2.85070)  0.06
H (-2.29579, -3.44682, 1.50729)  0.07
H (-11.41785, -1.50269, 3.02454)  0.07
H (-0.52132, 8.64718, -1.51678)  0.13
H (-0.12258, -4.88979, 4.62804)  0.10
O (-3.54809, 2.11330, -2.80415)  0.10
H (0.28467, 1.15213, 4.92341)  0.03
C (3.47102, 0.68690, -4.10262)  -0.08
O (2.73449, -2.79307, -1.01862)  -0.10
C (2.35293, -5.73830, -5.68591)  -0.13
H (-7.97161, 0.27363, 2.25515)  0.09
C (0.55121, -4.30869, -5.09477)  -0.15
H (1.09227, -0.87501, 3.77430)  0.06
C (5.74650, 1.76041, 1.16024)  -0.07
H (6.89761, 4.30322, 4.35295)  0.11
C (1.94763, 2.62950, 4.36717)  -0.79
H (3.94955, 3.47218, 2.26778)  0.08
C (6.30310, 4.84988, -1.53911)  -0.79
C (-6.90144, 2.24306, -0.01057)  -0.26
H (-6.09459, 6.84454, -0.74817)  0.08
H (-3.54942, 9.77855, 1.92615)  0.07
H (1.81803, 0.96318, 5.80140)  0.05
C (7.63807, 3.52123, 4.18467)  -0.17
H (-9.79863, -2.33057, 1.37059)  0.09
C (-2.48360, 2.69291, -2.41977)  -1.03
H (-0.98530, -1.07289, 5.07195)  0.07
H (-2.19331, -3.10466, 4.38501)  0.10
H (0.39186, 2.39266, 0.53951)  0.14
C (-0.38199, -1.97930, 5.02158)  -0.22
N (-0.98192, 6.95334, -2.63412)  -0.25
O (2.83176, 3.28467, 4.87705)  -0.03
H (1.74749, -5.75420, 3.55762)  0.09
C (1.25382, 0.40932, -1.81611)  -0.07
C (-2.74154, -6.12273, 3.21150)  -0.29
H (-2.71359, 10.17284, -0.46372)  0.11
H (3.73364, 0.73610, -5.15937)  0.07
N (6.02083, 2.56154, 2.49899)  -0.16
H (7.47502, 2.76216, 4.94974)  0.10
H (-0.20596, -3.70468, -5.59473)  0.13
H (-6.45078, -2.15877, -0.45453)  0.10
H (-2.84049, 6.11049, -2.44846)  0.08
H (-0.91385, -7.53186, 1.38576)  0.10
H (2.61348, -8.00317, 4.38392)  0.08
H (3.73918, 0.72013, 2.88961)  0.08
C (0.69853, -7.41091, 2.76496)  -0.25
C (3.48591, -5.08898, -3.58884)  0.04
C (-1.25752, 0.91982, 0.82908)  -0.14
C (-5.88693, 3.31854, -0.48338)  -0.23
H (5.46768, -3.21695, -4.30127)  0.10
H (-2.07684, -0.18369, -0.88825)  0.11
C (1.01194, 5.97563, -3.73014)  -0.15
P (-1.29239, -5.41723, 2.46559)  1.05
H (-0.20925, -1.42165, -1.14006)  0.12
O (6.95007, 5.46484, -2.43269)  -0.07
H (-2.10352, -1.11722, 0.55009)  0.09
H (6.65212, 1.76073, 0.55363)  0.13
H (0.68485, 8.02945, -3.42909)  0.13
H (3.89089, -3.75074, -6.80810)  0.14
H (-2.98567, -6.81690, 2.40739)  0.09
H (-3.51949, -5.35996, 3.17875)  0.10
H (-1.75905, -6.67312, -0.62876)  0.09
C (-0.45667, -4.32685, 3.75651)  -0.22
H (-2.03239, -5.97804, 5.28777)  0.10
C (1.97257, -6.63754, 2.96000)  -0.30
H (-4.12230, 1.33295, 1.07986)  0.10
H (9.68896, 3.00153, 5.96204)  0.07
H (-1.26952, -2.37057, 3.17119)  0.08
H (1.61237, -1.17048, 5.47948)  0.07
H (-4.40171, -9.09152, 4.84687)  0.08
H (-6.98174, 4.82396, -1.69385)  0.11
C (4.14086, -4.03071, -5.78476)  -0.08
O (-2.48289, 3.39626, -1.43671)  -0.01
H (-7.28466, 2.63442, 0.93181)  0.09
H (4.61582, 2.16453, -6.87797)  0.03
H (-0.98396, -3.98940, 0.48190)  0.07
H (7.60826, 3.86517, 1.97646)  0.13
H (-9.27867, 0.53189, 0.25590)  0.10
C (-1.85660, -4.32833, 1.04022)  -0.22
H (-3.11746, 1.63059, -3.51348)  0.11
C (4.90115, -2.79615, -5.13198)  -0.16
C (0.99670, -5.33013, -6.16602)  -0.15
C (-2.83309, -4.83945, -0.06917)  -0.22
H (-3.35032, -0.17623, 4.79309)  0.09
H (1.89026, 6.20269, -4.33437)  0.14
H (6.43628, -0.17069, 1.69126)  0.12
C (1.07232, -1.56429, 4.61845)  -0.08
C (-0.28501, -6.74894, 1.80970)  -0.26
H (-0.31996, -2.57388, 5.93302)  0.11
H (1.77687, -0.52743, -2.00847)  0.10
C (-9.01986, -0.48349, 0.55608)  -0.23
C (-2.63896, 9.24668, 0.10617)  -0.26
N (2.95927, -4.53703, -4.94961)  -0.20
H (-5.12478, -3.50465, -1.85953)  0.09
H (1.74842, 2.43987, -1.63749)  0.09
C (-1.52267, -0.35203, 0.03514)  -0.16
H (4.99807, 2.10346, 4.49354)  0.11
C (-4.89755, 0.72683, 1.54860)  -0.25
H (-3.22645, -4.02110, -0.67223)  0.08
H (4.34141, -2.20831, 0.78690)  0.06
C (-2.50208, 8.02264, -0.80756)  -0.19
C (-5.90264, -0.26067, -1.14911)  -0.22
C (4.77038, 0.38944, 3.01358)  -0.12
H (-1.75581, 5.37424, -3.69516)  0.11
H (1.91940, 6.47375, -1.86657)  0.12
H (3.10163, 2.76382, -3.76379)  0.09
H (4.37947, 0.79722, -3.51047)  0.08
C (2.00922, 0.34768, 0.70272)  0.05
C (5.53371, 1.58009, 3.70153)  -0.05
O (1.56039, -3.86492, 0.59705)  -0.10
C (2.18998, 1.59765, -2.17021)  -0.19
H (-3.85184, -3.00008, -3.54284)  0.07
H (0.30289, -6.16359, -6.27586)  0.12
O (5.58622, 2.58949, -9.33349)  -0.04
C (0.07780, 7.18955, -3.76697)  -0.08
H (-3.72821, -5.15832, 0.46484)  0.10
C (9.01227, 4.18720, 4.29453)  -0.25
H (5.40031, 4.54845, 1.80241)  0.09
C (-3.91257, 1.55251, 3.68494)  -0.28
H (8.94040, 5.08264, 4.91189)  0.11
H (-0.30228, -4.94988, -1.55746)  0.06
H (0.28310, -6.23544, 1.03403)  0.09
H (-3.02521, -6.11082, -1.81710)  0.11
H (-5.29618, 3.10401, -1.37394)  0.09
H (6.40320, -2.74231, -6.73983)  0.11
H (-3.93040, -1.24898, -3.51252)  0.08
H (1.51166, 0.11087, 1.64319)  0.08
C (10.04879, 3.30136, 4.97779)  -0.12
C (-2.61061, -6.65288, 4.65662)  -0.22
H (2.43919, 1.32962, 0.90022)  0.09
H (-3.02635, -2.19900, -2.37752)  0.05
H (0.81877, 2.26906, 6.16388)  0.07
O (6.19630, 2.55255, -7.27080)  -0.06
H (0.32007, 0.49604, -2.37173)  0.12
C (-0.13878, -0.87283, -0.20095)  -0.08
H (8.01160, 2.19478, 2.49329)  0.13
H (-5.19363, 3.43439, 0.34969)  0.10
C (4.97847, 3.78132, 2.45178)  0.05
H (-0.22986, 6.40874, -0.73885)  0.12
H (0.38696, -4.04156, 3.12802)  0.06
H (4.37482, 3.91313, -1.16394)  0.03
H (4.34672, 5.61998, -1.63865)  0.06
H (-8.98140, -1.00887, -0.39817)  0.09
H (-2.65386, 6.95996, -3.97615)  0.12
H (3.28777, -2.80986, 2.09859)  0.07
H (1.61164, 1.96496, -4.26116)  0.11
H (-4.67230, -6.16929, 5.25801)  0.10
C (7.42046, 3.08384, 2.71291)  -0.11
C (2.58933, -3.30586, 0.14140)  -0.78
C (3.05752, -7.41314, 3.58218)  -0.10
H (2.27173, -6.29285, 1.97015)  0.11
H (4.86636, -0.58253, 3.49748)  0.11
C (-5.52957, 5.94424, -0.50671)  -0.09
H (7.47689, -0.67779, -6.14722)  0.09
H (4.19460, -4.39593, -3.13548)  0.09
H (1.60518, 4.78169, -2.06370)  0.10
H (4.99179, 4.18540, 3.46403)  0.07
H (-0.34808, 7.49658, -4.72219)  0.14
O (1.63227, 2.73321, 3.13941)  -0.12
H (0.05400, -4.72463, -4.21849)  0.08
H (-6.75786, -0.20670, -1.82275)  0.11
C (-7.73433, -0.33208, 1.38055)  -0.25
H (-11.10350, 0.18276, 2.57972)  0.07
H (4.87714, 2.18870, 0.66136)  0.10
H (-1.98156, 0.61569, 4.08286)  0.06
H (-4.25400, 1.96226, 4.63553)  0.12
C (4.80232, 4.65103, -1.84280)  -0.04
C (-5.54525, -1.70478, -0.85701)  -0.26
H (-4.63384, 9.54891, 0.52321)  0.08
H (6.38600, -0.32100, -4.80850)  0.07
C (-0.08567, 1.52933, 0.07611)  -0.12
H (3.91684, -6.87378, 3.98066)  0.09
H (0.38039, 5.17825, -4.12183)  0.12
H (2.98607, -6.16300, -6.46493)  0.14
H (-0.93034, 0.73977, 1.85311)  0.11
H (0.29392, -1.58280, 0.50390)  0.11
H (9.45649, 4.55867, 3.37106)  0.11
H (-4.68094, -8.05310, 3.56969)  0.06
H (0.94975, -8.37450, 2.32168)  0.12
H (-2.37294, 7.11973, -0.21075)  0.11
H (4.25629, -2.00178, -4.75614)  0.09
H (-3.09349, -0.31514, 3.08281)  0.06
C (-3.03386, 0.38648, 3.91484)  -0.11
H (-1.68917, 9.24976, 0.64095)  0.10
C (-1.41828, 8.21487, -1.96026)  -0.09
H (-0.45733, 1.90129, -0.87867)  0.10
C (-1.15596, -2.94012, 4.09359)  -0.23
C (1.79579, -3.53390, -4.86168)  -0.09
H (-3.82646, -7.05567, 6.44122)  0.11
H (-7.74554, 2.20889, -0.69936)  0.10
H (7.40057, -1.67790, -4.68035)  0.07
C (-0.24669, 5.91919, -1.71258)  -0.03
H (-0.90208, -5.79640, -2.81384)  0.06
H (4.25385, -3.93123, 1.04901)  0.09
H (-5.85479, 1.99929, 3.18956)  0.12
H (3.96945, -6.05162, -3.75496)  0.10
H (6.41506, 1.15085, 4.17805)  0.11
C (5.31430, 2.49886, -8.14139)  -0.97
H (-4.70767, 5.70953, -1.18309)  0.05
H (4.87564, -0.10329, 0.84262)  0.08
H (2.19098, -6.55092, -4.97774)  0.13
H (2.66404, -0.45201, 0.35662)  0.08
H (-5.03879, 0.29853, -1.50848)  0.09
H (1.96965, -2.76073, -5.61007)  0.14
C (5.85498, -2.07328, -6.07655)  -0.27
C (3.67256, -3.01051, 1.09871)  -0.03
H (-3.43719, 2.40002, 3.19115)  0.13
C (-2.26564, -5.82504, -1.08943)  -0.22
H (0.24674, -7.73814, 3.70139)  0.11
C (-3.98800, -2.13996, -2.88728)  -0.11
H (5.34069, -1.38038, -6.74251)  0.12
H (-0.65696, 4.90942, -1.70037)  0.11
H (-4.68064, -1.84018, -0.20723)  0.10
C (1.15644, 1.67823, 5.31241)  -0.03
H (-2.04129, -7.57451, 4.77735)  0.11
H (-6.05211, -2.42436, -2.93008)  0.12
H (4.77244, -4.91885, -5.80483)  0.13
H (-5.83481, -8.10563, 4.75464)  0.08
H (1.04138, -4.85899, -7.14792)  0.12
C (-6.46580, 4.73393, -0.73792)  -0.24
C (-10.24582, -1.35531, 1.17820)  -0.18
H (-5.10809, 6.02426, 0.49532)  0.07
H (3.06394, -0.31513, -3.96733)  0.04
O (4.09672, 2.27505, -7.67792)  0.05
C (-3.82713, 9.11062, 1.11076)  -0.08
H (3.43001, -8.16654, 2.88811)  0.08
H (-4.62458, -0.32754, 1.59225)  0.07
C (-5.17099, 1.16753, 3.02009)  -0.24
H (-1.61751, -4.17421, -2.41615)  0.07
H (-7.23235, -1.24431, 1.70297)  0.09
C (6.80957, -1.12495, -5.41046)  -0.10
C (-5.27784, -2.46934, -2.16419)  -0.25
H (-11.09345, -1.45090, 0.49960)  0.10
H (1.61877, -2.47449, 4.37143)  0.06

total energy = -4797.6174 hartree
total charge = +1
orbital gap = 3.262 eV
molar mass = 1387.10 g mol⁻¹
HOMO = -6.1 eV



Molecular formula: C3H3I2N
Method: DFT, the ωB97M-V functional and the def2-TZVPD basis

Last column: Löwdin charge in e.
Positions of all 9 atoms, in Å:
I (-2.25419, 0.88164, 0.56440)  1.07
I (2.93608, 0.22041, 0.54121)  0.79
H (-0.65846, -0.87824, 1.79218)  -0.04
C (1.29077, 0.06983, -0.74017)  -0.65
C (0.43017, 1.07141, -0.92180)  -0.54
C (-1.14419, -0.77477, 0.83851)  -0.56
H (-1.45597, -1.66256, 0.32489)  -0.04
H (1.30710, -0.77534, -1.40993)  0.03
N (-0.45131, 1.84763, -0.98930)  -0.07

energy above the lowest of the compared OMol25 structures with the same formula, charge and spin = 3.501 eV
total energy = -766.0975 hartree
total charge = 0
orbital gap (spin up / spin down) = 6.758 / 7.656 eV
molar mass = 306.87 g mol⁻¹
HOMO (spin up / spin down) = -8.2 / -8.5 eV



Molecular formula: C23H27N2O3P
Method: DFT, the ωB97M-V functional and the def2-TZVPD basis

Last column: Löwdin charge in e.
Positions of all 56 atoms, in Å:
C (-2.00474, 4.04572, 0.32852)  -0.08
H (1.92947, -5.02986, -1.06263)  0.11
C (2.87574, 0.98421, -0.04192)  -0.10
C (4.04213, 0.25589, 0.20937)  -0.02
C (-1.73994, -0.22289, 3.01733)  -0.07
H (0.76230, -4.53172, 1.08329)  0.13
O (-2.72939, -0.73897, -1.48461)  -0.27
H (-1.53645, 4.73508, 1.01648)  0.10
H (-0.43917, -5.69525, -0.85708)  0.11
H (-1.09498, -2.93885, -2.01349)  0.11
C (-2.83218, 4.52495, -0.67410)  -0.08
H (6.17107, 0.28574, 0.36679)  0.10
C (5.37071, 2.21299, -0.12537)  -0.08
H (-0.12532, -5.16483, -2.51208)  0.11
C (4.22052, 2.93957, -0.37785)  -0.05
C (1.03418, -3.72093, 0.39983)  -0.15
H (1.45165, -3.44689, -1.69118)  0.12
P (-2.19514, 0.00050, -0.34136)  0.66
H (-1.59467, -1.30067, 3.02566)  0.08
H (-2.25711, -4.18937, -1.57969)  0.12
C (1.15567, -4.26131, -1.02606)  -0.17
H (2.02505, 4.17793, -0.93718)  0.08
H (1.12970, 3.24490, 0.27373)  0.07
H (-3.00638, 5.58721, -0.76608)  0.10
H (-4.07353, 4.01990, -2.34487)  0.10
H (1.97468, -3.28193, 0.73463)  0.12
N (-0.01198, -2.71883, 0.48301)  -0.05
O (1.60478, -1.06908, 0.21048)  0.13
C (0.30582, -1.43521, 0.19084)  -0.24
C (-2.37522, 1.80655, -0.43718)  -0.25
H (-3.88353, -0.28518, 2.76990)  0.12
H (3.96183, -0.79645, 0.43654)  0.11
H (-1.81822, 0.13456, 4.04099)  0.08
H (-1.55958, -4.03741, 0.79754)  0.13
O (-3.04939, -0.44906, 0.96323)  -0.23
H (-3.65393, 1.57605, -2.11823)  0.11
C (1.74759, 3.17593, -0.61889)  -0.05
H (-1.11196, 2.31366, 1.21676)  0.10
N (0.41284, 0.76263, -0.13089)  0.14
H (-3.12428, 1.21426, 2.18406)  0.10
C (-0.18917, -4.82916, -1.47574)  -0.20
H (-0.87414, 0.23839, 2.54904)  0.06
H (4.29922, 3.99227, -0.61008)  0.11
C (-1.77429, 2.68666, 0.45101)  -0.11
C (-3.43187, 3.64536, -1.56077)  -0.08
C (-3.00925, 0.12669, 2.25463)  -0.27
H (-2.05550, -2.44478, 0.18597)  0.08
C (5.27976, 0.86264, 0.16962)  -0.09
C (2.96270, 2.35392, -0.34293)  -0.20
C (-1.28149, -3.77145, -1.33327)  -0.16
H (6.33488, 2.69829, -0.15989)  0.10
C (-0.44845, -0.29227, -0.01319)  -0.23
H (1.13317, 2.70720, -1.38407)  0.08
C (1.61095, 0.28975, 0.00458)  -0.25
C (-1.31095, -3.23334, 0.09680)  -0.15
C (-3.20418, 2.28626, -1.43995)  -0.07

energy above the lowest of the compared OMol25 structures with the same formula, charge and spin = 0.000 eV
total energy = -1569.2992 hartree
SMILES = CCO[P@@](=O)(c1ccccc1)c1nc(-c2ccccc2C)oc1N1CCCCC1
total charge = 0
orbital gap = 8.191 eV
molar mass = 410.45 g mol⁻¹
HOMO = -7.4 eV



Which of these has the highest total charge? C76H163N4O12P2